(1)
# C16H38F21N4O6P3

8 unconnected molecules or ions with the total composition C16H38F21N4O6P3 in a non-equilibrium geometry (ωB97M-V/def2-TZVPD, OMol25).

Results
- E: -120401.003 eV
- Max |F|: 3.621 eV Å⁻¹
- Relative energy (zero: lowest compared OMol25 entry of this formula, charge and spin): 0.00 kcal per mole
- HOMO: -4.969 eV
- HOMO-LUMO gap: 2.9354 eV
- LUMO energy: -0.0747 Ha

```
88
C16H38F21N4O6P3 ωB97M-V/def2-TZVPD
P -1.9158 -0.6979 -4.3426
P 3.5688 -1.1107 -3.1738
P 0.1799 0.3511 0.6880
F 0.8714 -0.2643 -0.6503
F 2.0420 -0.6344 -3.4000
F 5.2565 2.2691 1.5939
F -1.1140 0.7356 -0.1894
F 4.9512 2.4359 3.7535
F 0.8033 1.7863 0.4393
F -2.6487 0.7442 -4.2083
F 3.4454 -0.6465 -1.6203
F -1.4130 -0.5138 -2.7760
F 1.4897 -0.1211 1.5052
F 3.6133 1.2348 2.5249
F 3.0992 -2.5896 -2.6345
F -0.5621 0.0780 -4.7827
F 5.0996 -1.6262 -2.9931
F -0.4609 -1.1142 0.9883
F -0.6393 0.8827 2.0008
F 4.0931 0.3092 -3.6508
F -1.2882 -2.1820 -4.4149
F -3.2780 -1.3966 -3.7221
F 3.6205 -1.7421 -4.6724
F -2.4797 -0.8898 -5.8217
O 2.3670 3.7303 3.3053
O -0.0340 -3.6040 2.8542
O -5.3931 1.1149 -2.8797
O 1.7835 2.8759 -4.1210
O 0.1738 -4.5323 0.0262
O 4.0436 4.8039 2.2580
N -5.4802 0.3479 -0.6536
N 0.2611 1.7053 -2.7315
N -0.7334 -1.6012 3.6523
N 2.3354 -3.7031 -0.3839
C 0.5208 -0.8021 4.0697
C 1.5553 2.4133 -3.0562
C -0.9468 -3.6982 5.0679
C 4.3252 2.4108 2.5570
C -3.9788 0.1401 -0.7959
C -7.4115 1.6392 -1.7274
C -6.0367 1.0188 -1.9092
C 2.5088 2.5328 -1.9013
C 2.4559 -3.1311 1.0002
C -0.8224 2.6802 -2.3342
C -0.5620 -3.0701 3.7678
C 0.4718 3.0003 4.4572
C 3.3988 3.6434 2.3164
C 0.8436 -3.9478 -0.7461
C 1.2449 2.8766 3.1559
C 0.4045 -3.4487 -2.0852
H -5.7191 0.9496 0.1343
H 0.5578 3.1850 2.3628
H -7.3476 2.6153 -1.2466
H -1.7465 2.1150 -2.4070
H -3.5881 1.1522 -0.8136
H 1.3579 -1.1733 3.4892
H 2.9149 -4.5320 -0.5076
H 2.7406 1.5378 -1.5215
H 2.9556 3.4746 1.3118
H -0.0420 1.1307 -3.5402
H -0.6689 2.9138 -1.2855
H -0.7086 -3.0094 5.8790
H 0.3316 0.2599 3.9387
H -5.8950 -0.5764 -0.5170
H 0.7062 -1.0128 5.1222
H -2.0040 -3.9755 5.0805
H 2.1989 -3.9158 1.7039
H 1.5468 1.8437 2.9966
H 3.5005 -2.8258 1.0263
H -3.7782 -0.3651 -1.7426
H 0.3197 4.0218 4.8015
H 1.0515 -3.7960 -2.8901
H 2.0020 3.1195 -1.1359
H -0.6159 -3.8013 -2.1985
H 0.4364 1.0209 -1.9826
H 0.4201 -2.3579 -2.1499
H -0.7440 3.5287 -3.0037
H 1.8081 -2.2765 1.1590
H -0.4549 -4.6504 5.2531
H 3.4083 3.0258 -2.2514
H -8.0571 0.9693 -1.1574
H -3.5294 -0.4630 -0.0124
H -0.5127 2.5299 4.3455
H 2.6685 -3.0253 -1.0950
H -1.5511 -1.1896 4.1012
H -0.8279 -1.4202 2.6402
H -7.8348 1.7767 -2.7184
H 1.0713 2.5034 5.2271
```

***

(2)
# C35H58N4O3P2PbSi4Te

A molecular structure, C35H58N4O3P2PbSi4Te (ωB97M-V/def2-TZVPD, OMol25).

Results
- E: -111970.377 eV
- Total charge: -2
- Max |F|: 0.532 eV Å⁻¹
- Relative energy (zero: lowest compared OMol25 entry of this formula, charge and spin): 39.44 kcal per mole
- HOMO: -1.663 eV
- HOMO-LUMO gap: 5.8019 eV
- LUMO energy: 0.1521 Ha

```
108
C35H58N4O3P2PbSi4Te ωB97M-V/def2-TZVPD
Pb 2.3625 0.5297 0.2787
Te -1.4752 -1.3038 1.9932
P -1.3760 2.1585 -0.0141
P 0.9238 3.5977 1.4065
Si -3.4107 -4.5714 2.5846
Si -3.5672 -3.0329 -0.8607
Si -0.4960 -4.8540 0.2296
Si -2.1672 -3.3973 0.9755
O 1.1847 2.3490 -1.5727
O 2.8806 0.0179 3.1707
O 2.4693 0.2790 -2.2644
N 9.2736 4.1457 0.3242
N 2.2538 1.1250 -3.1828
N 2.0051 -2.0535 3.3681
N 1.5860 2.1566 -2.7891
C 3.3923 -1.6590 0.5243
C -2.0661 4.7240 -1.1404
C 6.3121 2.6609 1.4831
C 6.4035 2.5464 -0.9221
C 0.7623 4.3555 -3.3071
C 5.0905 2.0019 1.4562
C 3.9735 -1.7404 1.9540
C 5.1838 1.8861 -0.9227
C -2.2948 -4.9417 4.0577
C -0.0550 6.0346 0.2432
C 1.2622 3.1497 -3.7732
C 4.4896 1.5893 0.2566
C -3.1435 2.1325 0.5471
C -4.5910 -4.5474 -1.3612
C 0.5435 5.1330 -5.5790
C 6.9774 2.9371 0.2880
C -4.2477 -6.2197 2.1612
C 0.0067 3.4377 3.0066
C -1.1727 -6.5759 -0.1730
C -1.8852 6.0912 -1.3163
C 8.2536 3.6099 0.3072
C -1.6170 1.5049 -1.7147
C -4.8205 -1.6822 -0.4852
C -0.2241 4.6645 0.4306
C 2.9410 -1.1809 2.9031
C -1.2463 3.9935 -0.2896
C 2.1809 4.8278 1.9861
C -4.8007 -3.4580 3.1963
C 1.0354 3.9125 -6.0330
C 1.3902 2.9153 -5.1393
C -2.6411 -2.5006 -2.4126
C 0.4063 5.3452 -4.2146
C -0.8763 6.7444 -0.6258
C 0.8464 -5.1288 1.5234
C 0.4020 -4.2681 -1.3133
H 0.7343 6.5606 0.7675
H -5.4393 -1.9500 0.3779
H -3.2602 2.8005 1.4037
H -0.2625 -4.2498 -2.1812
H -5.2460 -3.8414 4.1205
H -3.3844 1.1171 0.8697
H 6.9185 2.7652 -1.8505
H -4.4150 -2.4505 3.3804
H -5.4776 -1.5143 -1.3447
H -2.2440 2.1518 -2.3332
H 1.1323 3.7311 -7.0971
H 2.6005 -2.4103 0.4120
H -2.8776 -5.2080 4.9455
H -5.2027 -4.8992 -0.5255
H -2.0871 0.5228 -1.6234
H 6.7612 2.9645 2.4221
H 0.6993 3.0091 3.7354
H 2.7882 5.1529 1.1387
H -1.9345 -6.5367 -0.9587
H 4.8557 -1.1021 2.0267
H 0.2617 5.9046 -6.2855
H -0.8200 2.7349 2.8879
H 0.0079 6.2829 -3.8452
H -3.3206 -2.0305 -3.1302
H -1.8454 -1.7858 -2.1778
H 1.7642 1.9603 -5.4785
H -2.5210 6.6405 -2.0013
H -3.5216 -6.9765 1.8510
H 1.1221 -1.6335 3.6267
H -0.3646 -7.2300 -0.5163
H 4.2477 -2.7578 2.2631
H -0.7217 7.8083 -0.7673
H 0.6431 4.4835 -2.2385
H -0.3686 4.3957 3.3757
H 1.5029 -5.9546 1.2320
H 1.2429 -4.9306 -1.5412
H 2.8411 4.2957 2.6742
H -5.2611 -4.3069 -2.1934
H 0.4303 -5.3464 2.5123
H 4.5936 1.7860 2.3979
H 1.7629 5.7008 2.4990
H -2.1719 -3.3589 -2.9019
H -5.5932 -3.3774 2.4429
H -0.6402 1.3810 -2.1853
H 1.4645 -4.2282 1.6040
H 4.1730 -1.8875 -0.2067
H -3.9510 -5.3803 -1.6707
H -4.9655 -6.1063 1.3439
H -1.6855 -4.0627 4.2927
H 0.7960 -3.2546 -1.1818
H -2.8524 4.2208 -1.6942
H 4.7587 1.5897 -1.8790
H -1.6335 -7.0384 0.7044
H -1.6142 -5.7715 3.8350
H -4.3179 -0.7416 -0.2397
H 1.9006 -2.9215 2.8661
H -3.8347 2.4453 -0.2428
H -4.7857 -6.6033 3.0340
```

***

(3)
# C36H80N4O6

6 unconnected molecules or ions with the total composition C36H80N4O6 in a non-equilibrium geometry (ωB97M-V/def2-TZVPD, OMol25).

Results
- E: -56868.279 eV
- Max |F|: 3.455 eV Å⁻¹
- Relative energy (zero: lowest compared OMol25 entry of this formula, charge and spin): 65.31 kcal per mole
- SMILES: CC1(C)CCCC(C)(C)N1O.CC1(C)CCCC(C)(C)N1O.CC1(C)CCCC(C)(C)N1O.CC1(C)CCCC(C)(C)N1O.O.O
- HOMO: -8.154 eV
- HOMO-LUMO gap: 8.7536 eV
- LUMO energy: 0.0220 Ha

```
126
C36H80N4O6 ωB97M-V/def2-TZVPD
O -3.4747 0.4732 1.9592
O 0.8984 -1.2500 -4.5465
O 3.7592 -1.4635 4.5983
O -0.2125 3.4979 -0.7986
O 0.0839 0.0748 -0.0193
O 3.1948 -4.0782 -3.6866
N -0.0806 2.7431 -1.9088
N 2.3999 -0.9999 4.6764
N -4.8937 0.5174 2.1938
N 3.2959 -2.8025 -3.1895
C -2.4196 2.1073 -1.7856
C 3.2529 1.2725 4.8795
C -4.8542 2.6123 1.0024
C 2.9882 -1.3769 -1.1956
C 2.2853 2.5888 -1.6817
C -6.8884 -0.5445 2.7775
C 1.4899 4.6580 -2.6979
C 0.8094 0.8603 4.2860
C 1.6449 -2.4699 2.7814
C 4.4010 -0.8926 -1.2763
C -7.6149 0.0261 1.5646
C -0.2967 -0.1169 4.0464
C 1.1859 3.1491 -2.5794
C -4.7323 -1.1545 3.9270
C 3.7159 -3.7838 -0.9532
C 5.7533 -2.6775 -3.5545
C -5.4756 1.2495 1.0563
C 1.3223 2.4741 -3.8710
C 0.0768 -1.4984 4.5937
C -1.9170 4.2547 -2.8371
C -1.3566 2.8156 -2.6617
C 0.0723 2.5014 -4.7207
C -6.9620 1.3713 1.2678
C 1.6053 -3.4185 5.0439
C -5.3934 -0.7814 2.5680
C 1.4321 -2.0958 4.2428
C 2.8445 -2.8064 -1.7388
C 2.3126 0.3661 4.1081
C 4.2238 -1.5093 -5.1251
C 4.6220 -0.7200 -2.7802
C -5.1217 -2.0371 1.6099
C -1.1962 2.1824 -3.9961
C 1.4521 -3.2459 -1.6402
C 2.7531 0.4255 2.6401
C 4.4030 -1.9824 -3.6579
C -5.3342 0.5623 -0.3023
H -3.8724 2.6582 0.4826
H 2.3720 -0.6838 -1.8103
H -1.2169 0.0459 4.6074
H 3.9073 -1.8861 5.4688
H 1.6330 1.4439 -3.7669
H 2.3115 4.8156 -3.3618
H 0.8548 1.1742 5.3304
H -7.5343 -0.7562 0.8054
H 6.1777 -2.5213 -2.5566
H 2.7420 -2.6231 2.7148
H 1.4847 -3.1095 6.0798
H 5.6208 -0.2914 -2.9915
H -7.2441 1.9039 0.3532
H 3.6757 -0.1239 2.4254
H -2.3832 2.5242 -0.7526
H 4.5555 0.0414 -0.7354
H -2.0687 2.5164 -4.5613
H 0.6587 5.3008 -3.1446
H -8.6912 0.1612 1.7527
H 1.2226 -4.2430 -2.0430
H -3.2127 1.2889 2.4921
H 2.2156 2.8676 -4.3555
H 3.9134 0.0786 -2.9890
H 1.6464 -1.6959 -4.1653
H -4.3224 0.1828 -0.4873
H -0.5053 -0.2158 2.9425
H 3.3061 0.8996 5.9066
H 0.1896 0.7954 -0.6597
H 2.8831 1.4833 2.3261
H 1.2822 -1.6968 2.1147
H -6.0968 -0.1772 -0.3858
H -6.9820 0.2620 3.5798
H 0.0548 3.5105 -5.1106
H 6.4525 -2.2356 -4.1666
H 0.1582 -1.2675 5.6914
H -5.5582 1.2858 -1.1131
H 5.6953 -3.7099 -3.7258
H 0.6713 1.7879 3.6916
H -3.6260 -1.3393 3.9338
H -7.3900 -1.5274 3.0821
H 0.0983 1.7640 -5.5492
H 3.4011 -3.8674 0.0915
H 3.9732 -4.5875 -3.5597
H -0.7828 -2.2053 4.5782
H -0.0963 4.3991 -1.1102
H 3.9342 -2.3466 -5.7863
H 2.6964 -3.6855 4.9616
H 3.4333 -0.7663 -5.3153
H 1.8378 5.1491 -1.8042
H -5.4698 -3.0049 2.0245
H -3.9990 -2.0879 1.5324
H 4.7743 -3.6775 -1.0071
H -5.2230 -2.0305 4.3346
H -4.6976 2.9430 2.0868
H -1.8917 4.8938 -2.0134
H 3.5612 -4.7382 -1.4230
H -5.4778 -2.1678 0.5661
H 1.1772 -3.2571 -0.5774
H 4.2449 1.1568 4.4836
H -3.4113 2.4488 -2.0897
H 2.3285 1.5471 -1.8104
H 0.8557 -2.5069 -2.0951
H 0.8815 -4.1623 4.7889
H 1.1463 -3.4185 2.4394
H -2.9625 4.1956 -3.2040
H 5.1554 -1.1327 -5.5673
H 2.0665 0.0292 1.9252
H -7.2203 2.0459 2.1290
H 5.0974 -1.6211 -0.8606
H -5.5532 3.2711 0.4783
H 2.5682 -1.2246 -0.2148
H -1.3478 1.0980 -3.9326
H 2.2059 2.8950 -0.6536
H 3.2767 2.9918 -1.9504
H -4.8718 -0.3462 4.6481
H -0.7911 -0.3083 -0.2137
H 0.5965 -1.8228 -5.2871
H -1.3548 4.8061 -3.5946
H -2.2480 0.9910 -1.9032
H 3.0534 2.3384 4.9375
```

***

(4)
# C20H26F3IN5O10P2

A molecular structure, C20H26F3IN5O10P2 in a non-equilibrium geometry (ωB97M-V/def2-TZVPD, OMol25).

Results
- E: -83911.567 eV
- Total charge: +1
- Max |F|: 3.068 eV Å⁻¹
- HOMO: -10.274 eV
- HOMO-LUMO gap: 7.0473 eV
- LUMO energy: -0.1186 Ha

```
67
C20H26F3IN5O10P2 ωB97M-V/def2-TZVPD
I -1.3007 -1.8619 -0.5438
P 4.1338 -1.1925 -1.3127
P -2.0394 0.7978 -1.9464
F -5.4257 1.8074 2.5883
F -8.5688 3.0441 6.3127
F 8.0537 -6.5731 -0.1454
O -6.6666 2.8951 7.5178
O -3.1114 -0.7238 2.7852
O -2.5624 -0.0217 -3.2842
O 4.8505 -5.3387 -0.3552
O -4.6816 0.0429 1.3939
O 6.8333 -5.1271 -1.3758
O -3.3145 -1.6201 0.7395
O -4.7719 1.9931 8.3562
O 5.0107 -4.1204 -2.2401
O -5.7027 1.1471 6.4852
N 0.1868 -0.6018 -1.3140
N 2.3986 -1.4849 -1.0186
N -2.4072 2.4341 -2.2760
N -0.2923 0.5324 -1.8921
N 1.8430 0.5988 -2.0586
C 0.2822 2.5909 -4.3435
C 4.5049 -1.4162 -3.0909
C 2.0811 -2.7457 -0.3506
C 1.5503 -0.5510 -1.4258
C 5.5152 -4.7983 -1.4075
C -5.6264 2.0105 7.5420
C -7.2379 2.8230 6.2239
C 5.7677 -6.1936 0.3384
C 0.6776 2.5647 -3.0212
C -6.9390 1.4022 5.8171
C -3.7102 0.4127 3.4284
C 0.7512 1.2697 -2.3307
C 0.9680 4.9218 -2.9913
C 0.2493 3.8116 -4.9728
C 0.5960 4.9631 -4.3222
C 4.6163 0.4863 -0.7483
C -3.6694 -0.8355 1.5697
C 1.0029 3.7148 -2.3474
C -5.0182 0.5208 2.6888
C 7.1001 -5.6182 -0.0715
H -6.7865 3.5831 5.5828
H 0.5872 5.9276 -4.8157
H -2.2469 2.6931 -3.2526
H 4.4881 1.2265 -1.5467
H 5.6028 -6.1564 1.4123
H 4.2095 -0.5554 -3.7038
H 7.4541 -4.8007 0.5592
H 5.6397 -7.2206 -0.0058
H 1.2385 5.8513 -2.5067
H -0.0405 3.8213 -6.0188
H -3.8373 0.2438 4.4953
H -6.8315 1.2886 4.7412
H 2.9755 -3.3647 -0.3370
H 1.2891 3.6806 -1.3013
H 1.7041 -2.5731 0.6595
H 3.9905 -2.3184 -3.4181
H -5.8251 -0.0863 3.1030
H 4.0718 0.8127 0.1384
H 5.5725 -1.5822 -3.2396
H 0.0314 1.6776 -4.8721
H 5.6862 0.4742 -0.5256
H -2.0520 0.2413 -4.0675
H -3.0783 1.2893 3.2814
H -3.4217 2.4687 -2.1793
H -7.6972 0.7036 6.1742
H 1.3491 -3.2861 -0.9572
```

***

(5)
# C4H8O2

A single C4H8O2 molecule in a non-equilibrium geometry (ωB97M-V/def2-TZVPD, OMol25).

Results
- E: -8369.100 eV
- Max |F|: 2.460 eV Å⁻¹
- Relative energy (zero: lowest compared OMol25 entry of this formula, charge and spin): 96.43 kcal per mole
- HOMO (spin up / spin down): -7.751 / -6.744 eV
- HOMO-LUMO gap (spin up / spin down): 8.5144 / 7.3860 eV
- LUMO energy (spin up / spin down): 0.0281 / 0.0236 Ha

```
14
C4H8O2 ωB97M-V/def2-TZVPD
O -1.1655 -1.4442 0.0630
O -0.0178 0.7487 2.2853
C -0.5148 -0.4853 -0.6458
C 0.3362 1.3565 1.1179
C -0.5768 0.9482 -0.1308
C 0.6825 -0.9968 -1.3716
H 0.6900 0.2261 2.6812
H 1.4022 1.3197 0.8874
H -0.2876 1.6186 -0.9375
H -1.6038 1.1673 0.1681
H 0.3496 -1.5973 -2.2180
H -1.8781 -1.0443 0.5790
H 1.2863 -0.1728 -1.7365
H 1.2975 -1.6443 -0.7418
```

***

(6)
# C3H5N4O2

A gas-phase ion, C3H5N4O2 (charge +1) in a non-equilibrium geometry (ωB97M-V/def2-TZVPD, OMol25).

Results
- E: -13237.043 eV
- Total charge: +1
- Max |F|: 6.755 eV Å⁻¹
- Relative energy (zero: lowest compared OMol25 entry of this formula, charge and spin): 65.67 kcal per mole
- SMILES: O[C@@H]1O[NH+]=C2NC=NN21
- HOMO: -14.162 eV
- HOMO-LUMO gap: 10.7442 eV
- LUMO energy: -0.1256 Ha

```
14
C3H5N4O2 ωB97M-V/def2-TZVPD
O -1.4461 1.3316 -0.7736
O -1.0929 -0.7913 -1.5533
N 0.6593 -0.5460 1.6270
N 0.4476 0.2470 -0.3402
N 1.4858 0.9560 0.2139
N -0.8513 -1.3828 -0.2677
C -0.5570 0.4949 -1.3449
C 0.0878 -0.7149 0.4810
C 1.6222 0.4440 1.4058
H -1.1990 -2.3454 -0.2053
H 2.1625 0.7916 2.3317
H -1.6948 2.0220 -1.4376
H -0.1925 0.8323 -2.3364
H 0.5684 -1.3387 2.1996
```